[1]
# C19H33FNO16S4

A 5-piece molecular cluster, C19H33FNO16S4 overall in a non-equilibrium geometry (the ωB97M-V functional and the def2-TZVPD basis, OMol25).

## Properties
Kohn-Sham gap	9.2317	eV
total charge	+1
LUMO energy	-3.13	eV
HOMO energy	-12.359	eV

Each line ends with the Mulliken charge.
Cartesian coordinates (Å):
C: -0.249 -0.373 0.007  -1.881
C: 0.244 0.984 -0.489  0.827
C: 1.583 1.252 -0.439  -1.313
C: 2.029 2.467 -0.891  -0.062
C: 1.167 3.379 -1.410  -1.327
C: -0.171 3.113 -1.459  -0.547
C: -0.648 1.915 -0.982  1.116
C: -2.106 1.532 -0.960  -0.736
N: -3.032 2.709 -1.121  0.010
C: -4.423 2.177 -1.437  -0.736
C: -5.550 3.010 -0.838  -0.558
C: -6.848 2.210 -1.088  -0.447
F: -7.005 1.344 -0.017  -0.251
H: -0.590 -0.353 1.044  0.366
H: -1.035 -0.738 -0.659  0.402
H: 0.570 -1.085 -0.107  0.496
H: 2.292 0.542 -0.035  0.569
H: 3.082 2.716 -0.848  0.376
H: 1.564 4.317 -1.776  0.509
H: -0.872 3.836 -1.867  0.168
H: -2.350 0.788 -1.719  0.479
H: -2.336 1.111 0.021  0.547
H: -2.727 3.218 -1.951  0.383
H: -3.036 3.309 -0.298  0.410
H: -4.529 2.096 -2.517  0.327
H: -4.465 1.201 -0.953  0.378
H: -5.477 3.145 0.243  0.412
H: -5.677 3.972 -1.342  0.377
H: -6.672 1.583 -1.969  0.318
H: -7.718 2.838 -1.268  0.344
C: -7.925 -3.037 0.532  -0.373
C: -6.829 -2.042 0.848  -0.193
O: -5.617 -2.802 0.772  -0.272
S: -5.774 -3.947 -0.346  1.106
O: -5.190 -3.479 -1.551  -0.545
O: -5.413 -5.184 0.235  -0.514
O: -7.368 -3.869 -0.495  -0.318
H: -8.158 -3.663 1.396  0.304
H: -8.834 -2.557 0.179  0.314
H: -6.936 -1.599 1.834  0.328
H: -6.780 -1.250 0.097  0.149
C: 7.768 4.348 -0.121  -0.318
C: 7.912 3.996 -1.585  -0.311
O: 6.808 3.114 -1.847  -0.338
S: 5.566 3.531 -0.939  1.217
O: 4.679 4.333 -1.705  -0.637
O: 5.120 2.373 -0.249  -0.570
O: 6.349 4.475 0.081  -0.354
H: 8.134 3.546 0.522  0.290
H: 8.270 5.277 0.136  0.319
H: 8.854 3.502 -1.807  0.335
H: 7.804 4.876 -2.222  0.286
C: 4.681 -0.896 0.669  0.011
C: 4.638 -2.075 -0.282  -0.225
O: 6.004 -2.264 -0.670  -0.369
S: 6.971 -1.865 0.549  1.074
O: 7.339 -3.037 1.250  -0.525
O: 7.933 -0.942 0.069  -0.524
O: 5.881 -1.074 1.425  -0.349
H: 4.758 0.048 0.123  0.104
H: 3.818 -0.865 1.332  0.347
H: 4.018 -1.889 -1.155  0.321
H: 4.296 -2.982 0.222  0.270
C: -0.624 -3.864 3.050  -0.007
C: -0.628 -5.041 2.097  -0.340
O: 0.746 -5.201 1.726  -0.330
S: 1.689 -4.789 2.960  1.033
O: 2.066 -5.956 3.661  -0.545
O: 2.645 -3.850 2.495  -0.404
O: 0.569 -4.022 3.821  -0.343
H: -0.561 -2.915 2.510  0.010
H: -1.494 -3.854 3.701  0.324
H: -1.241 -4.867 1.216  0.307
H: -0.958 -5.956 2.593  0.302

[2]
# C19H33InN10O2S2Si2

C19H33InN10O2S2Si2 as an isolated structure in a non-equilibrium geometry (the ωB97M-V functional and the def2-TZVPD basis, OMol25).

## Properties
Kohn-Sham gap	7.0662	eV
energy above the lowest of the compared OMol25 structures with the same formula, charge and spin	1.258	eV
total charge	0
LUMO energy	0.24	eV
HOMO energy	-6.827	eV

Each line ends with the natural charge from an NBO analysis.
Cartesian coordinates (Å):
In: -0.074 -0.146 -0.018  0.790
C: -0.629 -3.995 -0.052  -1.090
Si: -0.892 -2.404 -1.102  1.056
C: -2.592 -2.606 -1.973  -1.089
C: 0.447 -2.571 -2.476  -0.427
C: 0.321 -3.712 -3.269  -0.202
C: 1.217 -4.024 -4.273  -0.215
C: 2.290 -3.181 -4.505  -0.201
C: 2.426 -2.044 -3.734  -0.213
C: 1.527 -1.709 -2.723  -0.441
Si: 1.911 -0.055 -1.823  1.062
C: 2.022 1.234 -3.267  -1.090
C: 3.707 -0.222 -1.148  -1.102
H: -0.663 -4.884 -0.672  0.230
H: -1.388 -4.098 0.716  0.217
H: 0.339 -3.968 0.437  0.234
H: -2.710 -3.614 -2.354  0.224
H: -2.678 -1.917 -2.806  0.240
H: -3.414 -2.407 -1.293  0.229
H: -0.508 -4.383 -3.090  0.196
H: 1.086 -4.918 -4.866  0.207
H: 3.015 -3.408 -5.275  0.206
H: 3.267 -1.390 -3.917  0.196
H: 2.737 0.918 -4.021  0.232
H: 2.337 2.216 -2.919  0.212
H: 1.055 1.341 -3.752  0.237
H: 4.410 -0.471 -1.936  0.227
H: 3.739 -1.010 -0.403  0.235
H: 4.047 0.696 -0.676  0.224
C: 1.568 5.492 -1.628  -0.656
C: 0.455 4.664 -2.131  0.373
N: -0.292 4.849 -3.170  -0.269
N: -1.130 3.785 -3.200  -0.371
C: -0.901 2.914 -2.193  0.228
S: -1.668 1.464 -1.976  -0.179
N: 0.116 3.502 -1.481  -0.238
N: 0.722 3.117 -0.303  -0.653
H: 1.651 6.413 -2.193  0.243
H: 2.497 4.926 -1.701  0.235
H: 1.388 5.709 -0.577  0.244
H: -1.819 3.670 -3.925  0.429
H: 0.018 2.830 0.380  0.406
H: 1.319 2.294 -0.440  0.396
N: 3.243 2.433 2.018  -0.839
C: 2.622 1.217 2.083  0.803
N: 3.237 0.251 2.779  -0.834
O: 1.552 1.046 1.509  -0.702
H: 3.972 2.668 2.669  0.388
H: 2.692 3.186 1.638  0.413
H: 4.168 0.361 3.137  0.388
H: 2.835 -0.680 2.724  0.446
C: -2.611 -2.451 4.804  -0.406
N: -1.529 -2.308 3.870  -0.400
C: -0.181 -2.719 4.167  -0.318
C: 0.589 -2.096 2.985  0.687
O: 1.788 -2.176 2.815  -0.638
N: -0.297 -1.443 2.214  -0.628
C: -1.508 -1.562 2.747  0.672
N: -2.576 -1.038 2.159  -0.777
H: -2.509 -3.402 5.324  0.219
H: -3.565 -2.445 4.282  0.209
H: -2.603 -1.644 5.544  0.203
H: -0.082 -3.807 4.200  0.228
H: 0.180 -2.302 5.110  0.222
H: -2.334 -0.251 1.537  0.454
H: -3.437 -0.964 2.675  0.401
S: -2.334 3.546 2.561  -0.171
C: -1.824 2.268 1.785  0.159
N: -1.477 1.288 1.224  -0.755

[3]
# C19H33N2O13

A 5-piece molecular cluster, C19H33N2O13 overall in a non-equilibrium geometry (the ωB97M-V functional and the def2-TZVPD basis, OMol25).

## Properties
Kohn-Sham gap	7.4023	eV
total charge	+1
LUMO energy	-4.78	eV
HOMO energy	-12.180	eV

Each line ends with the natural charge from an NBO analysis.
Cartesian coordinates (Å):
C: 6.767 -3.180 -1.994  -0.123
C: 5.945 -2.038 -1.761  0.057
N: 4.717 -1.181 -1.418  -0.398
C: 4.487 -0.225 -0.262  0.235
N: 3.056 0.335 -0.407  -0.530
C: 2.493 -0.273 -1.672  0.179
C: 1.061 -0.099 -2.451  -0.126
O: 0.419 -1.406 -2.801  -0.536
C: -0.183 -2.017 -1.592  -0.289
C: 3.552 -1.310 -2.375  -0.027
H: 7.419 -4.179 -2.002  0.340
H: 5.283 0.007 0.583  0.310
H: 2.552 1.005 0.222  0.482
H: 1.306 0.444 -3.481  0.251
H: 0.334 0.610 -1.869  0.219
H: -1.266 -2.402 -1.866  0.229
H: 0.468 -2.916 -1.178  0.207
H: -0.218 -1.191 -0.747  0.182
H: 3.387 -1.944 -3.345  0.326
C: -3.908 0.623 -0.736  -0.256
O: -4.007 1.566 0.329  -0.497
C: -3.261 1.257 1.420  0.985
O: -2.546 0.275 1.545  -0.652
O: -3.448 2.230 2.347  -0.494
C: -2.718 2.036 3.557  -0.257
H: -4.544 0.969 -1.555  0.207
H: -2.878 0.561 -1.102  0.175
H: -4.266 -0.361 -0.415  0.203
H: -1.641 2.030 3.362  0.183
H: -3.029 1.109 4.050  0.199
H: -2.943 2.872 4.225  0.205
C: 6.361 0.668 -3.170  -0.245
O: 7.727 0.983 -3.434  -0.493
C: 8.151 2.142 -2.871  0.982
O: 7.477 2.896 -2.187  -0.643
O: 9.456 2.317 -3.201  -0.487
C: 10.040 3.506 -2.672  -0.259
H: 6.130 -0.278 -3.668  0.193
H: 6.195 0.540 -2.095  0.166
H: 5.701 1.441 -3.576  0.200
H: 10.022 3.492 -1.578  0.193
H: 9.527 4.393 -3.059  0.197
H: 11.083 3.543 -2.998  0.206
C: -2.066 -4.361 4.040  -0.259
O: -1.195 -3.317 4.473  -0.489
C: -0.243 -2.973 3.570  0.986
O: -0.089 -3.472 2.466  -0.647
O: 0.508 -1.979 4.108  -0.492
C: 1.557 -1.513 3.262  -0.255
H: -2.787 -4.554 4.840  0.204
H: -2.618 -4.056 3.145  0.194
H: -1.503 -5.281 3.854  0.194
H: 1.150 -1.094 2.336  0.176
H: 2.265 -2.320 3.045  0.192
H: 2.092 -0.720 3.792  0.195
C: -6.988 2.430 1.175  -0.255
O: -8.394 2.512 0.948  -0.496
C: -8.940 1.392 0.412  0.982
O: -8.340 0.368 0.125  -0.647
O: -10.270 1.608 0.251  -0.493
C: -10.980 0.505 -0.309  -0.257
H: -6.659 3.379 1.605  0.200
H: -6.759 1.631 1.888  0.188
H: -6.454 2.275 0.232  0.191
H: -10.910 -0.371 0.344  0.193
H: -10.605 0.273 -1.311  0.191
H: -12.033 0.788 -0.393  0.200

> Among the records above, which one has the lowest Kohn-Sham gap?

C19H33InN10O2S2Si2

> Look up the LUMO energy of the third one.

-4.78 eV

> Which value of total charge does entry 3 give?

+1

> Look up the LUMO energy of the first one.

-3.13 eV